#one
C2H4N3O | ωB97M-V/def2-TZVPD

The SMILES is CC(=O)N[N+]#N. The HOMO-LUMO gap is 0.4169 hartree. The LUMO energy comes out at -5.3 eV.

```
! wB97M-V def2-TZVPD RIJCOSX def2/J DEFGRID3
* xyz 1 1
O -0.83597 -0.02742 -1.72834
N 1.73382 -1.05471 -0.63234
N 2.46816 -1.17568 -1.45564
N 0.71177 -0.96956 0.02653
C -0.57643 0.14728 -0.64063
C -0.97587 0.86311 0.56961
H -1.10592 0.14886 1.53119
H 0.74297 -0.78419 1.09708
H -2.00631 1.38798 0.43745
H -0.15621 1.46433 0.79508
*
```

Formally, the natural (NBO) partial charges of the atoms, in units of the elementary charge, are as follows:
1. O -0.325
2. N 0.249
3. N 0.210
4. N -0.522
5. C 0.821
6. C -0.771
7. H 0.292
8. H 0.448
9. H 0.321
10. H 0.277


#two
C2H4N3O | ωB97M-V/def2-TZVPD

The SMILES is O[n+]1cc[nH]n1. The HOMO-LUMO gap is 0.4299 hartree. The LUMO energy comes out at -4.4 eV.

```
! wB97M-V def2-TZVPD RIJCOSX def2/J DEFGRID3
* xyz 1 1
O -0.71852 2.24319 0.09861
N 1.02306 0.81713 0.49038
N -0.18575 1.02084 0.16104
N 1.30993 -0.44807 0.22979
C -0.77033 -0.10291 -0.38024
C 0.21725 -1.08429 -0.27892
H 0.08420 -2.07091 -0.58088
H -0.79037 2.85558 0.82440
H -1.82729 -0.10061 -0.77812
H 2.26762 -0.61935 0.47124
*
```

Formally, the natural (NBO) partial charges of the atoms, in units of the elementary charge, are as follows:
1. O -0.483
2. N 0.031
3. N 0.201
4. N -0.265
5. C -0.065
6. C -0.010
7. H 0.275
8. H 0.542
9. H 0.301
10. H 0.474


#three
C2H4N3O | ωB97M-V/def2-TZVPD

The SMILES is C/[N+]([O-])=C/[N+]#N. The HOMO-LUMO gap is 0.3417 hartree. The LUMO energy comes out at -6.4 eV.

```
! wB97M-V def2-TZVPD RIJCOSX def2/J DEFGRID3
* xyz 1 1
O 0.54760 1.39099 -0.02581
N -2.19232 2.00052 0.71963
N 0.25596 0.26167 0.00673
N -1.69884 1.05666 0.56034
C 1.19309 -0.75637 -0.47777
C -1.05238 -0.05359 0.32762
H 1.62703 -0.48917 -1.47938
H -1.50131 -1.01968 0.65683
H 0.73115 -1.73095 -0.27209
H 2.09002 -0.66007 -0.01611
*
```

Formally, the natural (NBO) partial charges of the atoms, in units of the elementary charge, are as follows:
1. O -0.243
2. N 0.326
3. N 0.293
4. N 0.109
5. C -0.476
6. C -0.119
7. H 0.298
8. H 0.301
9. H 0.246
10. H 0.266


Which one sits at the top of the stability order? #two does.


#one
C2H4N3O | ωB97M-V/def2-TZVPD

The SMILES is C[n+]1ncno1. The HOMO-LUMO gap (alpha / beta) is 0.3893 / 0.3893 hartree. The LUMO energy (alpha / beta) comes out at -6.5 / -6.5 eV.

```
! wB97M-V def2-TZVPD RIJCOSX def2/J DEFGRID3
* xyz 1 1
O 0.67482 0.93135 -0.83194
N 0.13433 1.93388 -0.34942
N 0.09573 -0.24778 -0.00795
N -0.67995 0.28672 0.82632
C -0.68924 1.67779 0.64387
C 0.35373 -1.58747 -0.28657
H 0.52948 -2.08379 0.70817
H -0.97992 2.54693 1.18309
H -0.54103 -1.83835 -0.76651
H 1.10206 -1.61926 -1.11905
*
```

Formally, the natural (NBO) partial charges of the atoms, in units of the elementary charge, are as follows:
1. O -0.035
2. N 0.093
3. N 0.194
4. N -0.015
5. C 0.083
6. C -0.459
7. H 0.294
8. H 0.288
9. H 0.267
10. H 0.289


#two
C2H4N3O | ωB97M-V/def2-TZVPD

The HOMO-LUMO gap is 0.3834 hartree. The LUMO energy comes out at -4.9 eV.

```
! wB97M-V def2-TZVPD RIJCOSX def2/J DEFGRID3
* xyz 1 1
O 2.63503 -1.03148 0.65204
N -1.77244 0.72692 1.23916
N -1.74966 -0.04849 0.34939
N -1.51211 -0.78373 -0.49107
C 1.90080 -0.49124 0.02249
C 0.92447 0.08068 -0.77196
H -0.17361 -0.46729 -0.60537
H 1.12639 -0.11369 -1.88692
H -2.36107 0.89518 1.94561
H 0.98220 1.23315 -0.45336
*
```

Formally, the natural (NBO) partial charges of the atoms, in units of the elementary charge, are as follows:
1. O -0.244
2. N -0.439
3. N 0.347
4. N -0.158
5. C 0.931
6. C -0.901
7. H 0.338
8. H 0.355
9. H 0.429
10. H 0.342


Which one sits at the top of the stability order? #two does.


#one
C6H15N3 | ωB97M-V/def2-TZVPD

The SMILES is [H]/N=C(/C)N/C(C)=N/[H].CC. The HOMO-LUMO gap is 0.3695 hartree. The LUMO energy comes out at 0.7 eV.

```
! wB97M-V def2-TZVPD RIJCOSX def2/J DEFGRID3
* xyz 0 1
N -1.07358 -0.31524 -1.28976
N -0.24710 -0.88476 0.76465
N 1.89487 -1.85130 0.78427
C -1.17427 -0.24544 -0.03135
C 1.51063 1.69842 -0.81833
C 0.25609 -2.81367 -0.65424
C -2.25448 0.47401 0.74023
C 0.72270 -1.79718 0.33218
C 0.68399 2.31606 0.29861
H 0.64065 1.65993 1.16440
H -0.02266 -2.31759 -1.58016
H -2.76494 1.19263 0.10320
H 1.03260 0.81047 -1.21395
H -2.98293 -0.26002 1.08452
H -0.32910 2.51840 -0.03951
H 2.14094 -1.13423 1.46348
H 2.50039 1.42649 -0.45971
H -1.81015 0.15851 -1.79994
H -0.05910 -0.44312 1.65654
H 1.12684 3.25790 0.62154
H -0.61966 -3.32707 -0.26306
H 1.05648 -3.52338 -0.83410
H -1.85599 0.99075 1.61074
H 1.62785 2.40949 -1.64025
*
```

Formally, the natural (NBO) partial charges of the atoms, in units of the elementary charge, are as follows:
1. N -0.719
2. N -0.660
3. N -0.666
4. C 0.474
5. C -0.616
6. C -0.686
7. C -0.683
8. C 0.473
9. C -0.600
10. H 0.180
11. H 0.263
12. H 0.226
13. H 0.228
14. H 0.236
15. H 0.197
16. H 0.328
17. H 0.201
18. H 0.350
19. H 0.394
20. H 0.206
21. H 0.218
22. H 0.235
23. H 0.221
24. H 0.201


#two
C6H15N3 | ωB97M-V/def2-TZVPD

The SMILES is [H]/N=C\N(C)C.C=C(C)N. The HOMO-LUMO gap is 0.3058 hartree. The LUMO energy comes out at 0.8 eV.

```
! wB97M-V def2-TZVPD RIJCOSX def2/J DEFGRID3
* xyz 0 1
N -0.90642 -1.26331 0.46764
N -0.38003 1.07189 -0.15999
N -0.96656 0.66124 2.35580
C -1.30989 0.56492 1.13447
C 0.38314 -1.24218 -0.29401
C 0.84726 1.79836 0.07157
C -1.07821 1.45685 -1.36458
C 1.58553 -1.31330 0.61742
C 0.42004 -1.91423 -1.47430
H 1.40402 -0.95926 1.63025
H -0.85882 -1.64442 1.40707
H 2.36773 -0.66409 0.22582
H -0.00963 0.37512 2.54831
H -1.65922 -1.61373 -0.11414
H 1.65598 1.34891 -0.51880
H -1.15557 2.54418 -1.44525
H 0.75369 2.83065 -0.27271
H -0.44550 -2.01228 -2.11262
H 1.98050 -2.32560 0.68280
H 1.30592 -2.44573 -1.77910
H -2.33663 0.79808 0.86822
H 1.10618 1.80099 1.13217
H -2.10872 1.09465 -1.34362
H -0.59481 1.05228 -2.26240
*
```

Formally, the natural (NBO) partial charges of the atoms, in units of the elementary charge, are as follows:
1. N -0.768
2. N -0.525
3. N -0.815
4. C 0.362
5. C 0.244
6. C -0.409
7. C -0.411
8. C -0.677
9. C -0.485
10. H 0.211
11. H 0.405
12. H 0.233
13. H 0.327
14. H 0.392
15. H 0.176
16. H 0.177
17. H 0.175
18. H 0.195
19. H 0.230
20. H 0.208
21. H 0.163
22. H 0.207
23. H 0.192
24. H 0.191


#three
C6H15N3 | ωB97M-V/def2-TZVPD

The SMILES is C[C@@H]1CNC[C@](C)(N)N1. The HOMO-LUMO gap is 0.3021 hartree. The LUMO energy comes out at 0.9 eV.

```
! wB97M-V def2-TZVPD RIJCOSX def2/J DEFGRID3
* xyz 0 1
N 0.65178 -0.36268 -0.92896
N 1.62070 0.41489 1.07847
N -2.16536 -0.30446 0.50064
C -1.83382 0.32716 -0.74943
C -0.17622 0.66565 -1.42874
C -0.91539 -0.14563 1.17959
C 1.16147 -2.00819 0.77925
C 0.76156 -0.57227 0.47044
C 0.25626 2.07263 -1.08686
H -0.48310 2.78701 -1.45742
H 0.50275 -2.72668 0.28725
H 1.52641 0.40329 2.08830
H 2.18670 -2.20955 0.45399
H -0.28538 0.53040 -2.50640
H -0.76787 0.87727 1.51172
H -2.41341 -1.28434 0.39248
H 1.21849 2.29655 -1.55391
H -0.87420 -0.80438 2.04923
H 0.38588 2.19598 -0.01652
H -2.23961 -0.29753 -1.54637
H 2.58736 0.24079 0.83623
H 1.11561 -2.18535 1.85481
H -2.27440 1.32498 -0.80617
H 0.45379 -1.23555 -1.40160
*
```

Formally, the natural (NBO) partial charges of the atoms, in units of the elementary charge, are as follows:
1. N -0.671
2. N -0.865
3. N -0.618
4. C -0.257
5. C 0.009
6. C -0.252
7. C -0.646
8. C 0.306
9. C -0.641
10. H 0.205
11. H 0.204
12. H 0.360
13. H 0.213
14. H 0.196
15. H 0.185
16. H 0.355
17. H 0.213
18. H 0.177
19. H 0.234
20. H 0.178
21. H 0.362
22. H 0.215
23. H 0.172
24. H 0.365


Which one sits at the top of the stability order? #one does.